Here is C10H9N3O in the gas phase from OMol25. Energies are from the ωB97M-V functional and the def2-TZVPD basis.

```
23
C10H9N3O | OMol25 | the ωB97M-V functional and the def2-TZVPD basis
C -0.7726 -2.0446 -0.9389
C 0.3182 -2.0150 -0.1501
C -1.9421 0.7647 1.4498
C 2.0380 0.3683 0.7599
C -1.0815 -0.0501 0.4989
C -1.7744 -0.9479 -0.5802
C 1.8835 1.0875 -0.5370
C 0.5094 0.9405 -1.2287
C 0.0890 -1.0479 0.9964
C -0.6443 1.2033 -0.2923
N -1.9742 2.0366 1.2565
N 1.2601 -0.3906 1.4338
N -1.1949 2.2861 0.1409
O -2.8822 -0.8545 -1.0128
H -0.9486 -2.6626 -1.8697
H 1.2321 -2.6458 -0.3129
H -2.3742 0.3538 2.3224
H 2.9545 0.6663 1.3245
H 2.1598 2.0531 -0.4535
H 2.6645 0.7414 -1.1709
H 0.4533 1.6527 -1.9380
H 0.4771 -0.0258 -1.5915
H -0.4504 -1.4696 1.8934
```

energy relative to the best compared isomer or geometry (same formula, charge and spin)	3.7364	eV
SMILES	O=C1C=C[C@H]2N=CCCC3=NN=C[C@@]132
HOMO level	-9.53	eV
HOMO-LUMO gap	0.3445	Eh

These are the Mulliken partial charges, in e, on atoms 1 to 8: atom 1 (C): -0.423, atom 2 (C): -0.582, atom 3 (C): -0.622, atom 4 (C): 0.003, atom 5 (C): 1.214, atom 6 (C): 0.402, atom 7 (C): -0.890, atom 8 (C): -0.857